C6H10O | ωB97M-V/def2-TZVPD

## Properties
Multiplicity   1
Kohn-Sham gap   10.5068 eV
Relative energy (zero: lowest compared OMol25 entry of this formula, charge and spin)   34.3 kcal per mole

Cartesian coordinates (Å):
1 C -1.323 0.905 1.152
2 C -0.807 -0.291 0.370
3 C -0.716 -0.212 -1.179
4 C 0.664 -0.912 -1.116
5 O 1.760 -0.020 -1.327
6 C 1.734 0.364 0.061
7 C 0.681 -0.705 0.414
8 H -1.312 0.716 2.232
9 H -2.357 1.127 0.862
10 H -0.724 1.804 0.961
11 H -1.397 -1.176 0.637
12 H -1.514 -0.713 -1.735
13 H -0.599 0.809 -1.558
14 H 0.784 -1.870 -1.629
15 H 1.418 1.408 0.189
16 H 2.717 0.226 0.526
17 H 0.993 -1.459 1.140

Löwdin atomic charge list, values in e, 5 entries: C -0.0676; C -0.3219; C -0.0733; C -0.2657; O -0.0836

=====

C18H20BrN6PdS2 | ωB97M-V/def2-TZVPD

## Properties
Multiplicity   1
Kohn-Sham gap (spin up / spin down)   5.9132 / 5.9209 eV
Charge   +1
Relative energy (zero: lowest compared OMol25 entry of this formula, charge and spin)   23.5 kcal per mole

Cartesian coordinates (Å):
1 Pd -0.113 0.012 -1.493
2 S -2.180 1.351 -0.886
3 C -2.111 0.184 0.369
4 N -1.197 -0.758 0.315
5 C -1.138 -1.528 1.460
6 C -0.239 -2.565 1.701
7 C -0.326 -3.248 2.899
8 C -1.296 -2.906 3.844
9 C -2.195 -1.880 3.615
10 C -2.105 -1.185 2.417
11 S -3.060 0.157 1.827
12 H 0.502 -2.802 0.946
13 H 0.358 -4.059 3.109
14 H -1.344 -3.451 4.777
15 H -2.947 -1.620 4.349
16 Br -4.657 -3.883 -4.537
17 C -3.288 -2.814 -3.816
18 C -2.386 -3.354 -2.909
19 C -1.410 -2.531 -2.390
20 N -1.294 -1.245 -2.741
21 C -2.167 -0.729 -3.613
22 C -3.175 -1.480 -4.182
23 H -2.451 -4.389 -2.607
24 H -0.692 -2.912 -1.676
25 H -2.049 0.315 -3.864
26 H -3.862 -1.035 -4.887
27 C 1.422 2.548 -1.141
28 N 2.330 3.425 -0.438
29 C 3.602 2.729 -0.233
30 N 3.418 1.503 0.553
31 C 2.509 0.625 -0.147
32 N 1.191 1.292 -0.362
33 C 0.641 1.670 0.979
34 N 1.550 2.550 1.677
35 C 1.760 3.757 0.872
36 C 2.834 1.868 1.850
37 H 1.851 2.287 -2.111
38 H 0.461 3.041 -1.290
39 H 4.286 3.389 0.300
40 H 4.040 2.478 -1.200
41 H 2.348 -0.283 0.438
42 H 2.937 0.361 -1.117
43 H 0.493 0.759 1.560
44 H -0.317 2.168 0.828
45 H 2.445 4.422 1.398
46 H 0.807 4.271 0.736
47 H 2.689 0.968 2.450
48 H 3.525 2.530 2.371

Löwdin atomic charge list, values in e, 5 entries: Pd 0.8146; S 0.6281; C -1.1258; N -0.0988; C -0.3355

=====

C28H79N7O9Ti2 | ωB97M-V/def2-TZVPD

## Properties
Multiplicity   7
Kohn-Sham gap (spin up / spin down)   4.3876 / 8.7304 eV
Expectation value of S²   12.0040
Relative energy (zero: lowest compared OMol25 entry of this formula, charge and spin)   10.3 kcal per mole

Cartesian coordinates (Å):
1 Ti 0.270 -0.875 -0.623
2 Ti 0.252 -0.715 2.380
3 O 1.930 -1.215 0.928
4 H 2.788 -0.759 0.819
5 O -1.214 -0.181 0.870
6 H -1.947 0.300 0.439
7 C -2.227 -1.350 -4.432
8 C -1.346 -1.564 -3.184
9 C -0.598 -2.899 -3.283
10 O 0.069 -3.015 -2.050
11 C 0.930 -4.237 -2.029
12 N -0.362 -0.417 -3.041
13 H -2.707 -0.378 -4.321
14 H -2.921 -2.182 -4.553
15 H -1.569 -1.356 -5.301
16 H -2.081 -1.513 -2.381
17 H 0.203 -2.910 -4.023
18 H -1.349 -3.677 -3.419
19 H 1.694 -4.239 -2.806
20 H 0.394 -5.186 -2.061
21 H 1.533 -4.216 -1.122
22 H 0.321 -0.634 -3.753
23 H -0.802 0.428 -3.376
24 C 3.790 0.427 -3.756
25 C 4.165 -0.200 -2.441
26 C 5.180 0.623 -1.696
27 O 6.355 0.647 -2.370
28 C 7.328 1.556 -1.876
29 N 2.818 -0.458 -1.821
30 H 3.224 -0.186 -4.457
31 H 4.684 0.797 -4.258
32 H 3.190 1.322 -3.591
33 H 4.623 -1.154 -2.701
34 H 5.507 0.233 -0.732
35 H 4.796 1.603 -1.412
36 H 7.431 1.301 -0.821
37 H 7.005 2.597 -1.906
38 H 8.321 1.425 -2.307
39 H 2.963 -0.865 -0.909
40 H 2.399 0.443 -1.638
41 C -1.727 -3.833 0.494
42 C -3.153 -3.311 0.696
43 C -4.182 -4.312 1.214
44 O -4.442 -5.537 0.582
45 C -5.085 -5.355 -0.583
46 N -3.100 -2.175 1.547
47 H -0.972 -3.087 0.740
48 H -1.609 -4.150 -0.543
49 H -1.532 -4.619 1.223
50 H -3.465 -2.895 -0.262
51 H -5.129 -3.806 1.401
52 H -3.841 -4.426 2.243
53 H -4.403 -4.696 -1.120
54 H -6.137 -5.072 -0.569
55 H -4.902 -6.305 -1.086
56 H -2.454 -1.486 1.189
57 H -3.990 -1.711 1.435
58 C -3.214 2.399 -1.391
59 C -3.233 3.978 -1.311
60 C -4.565 4.649 -1.510
61 O -5.048 4.414 -2.759
62 C -5.966 5.335 -3.250
63 N -2.608 4.222 -0.083
64 H -3.445 2.086 -2.409
65 H -3.866 1.974 -0.627
66 H -2.203 2.026 -1.229
67 H -2.645 4.300 -2.171
68 H -4.562 5.728 -1.355
69 H -5.305 4.273 -0.803
70 H -5.463 6.261 -3.528
71 H -6.723 5.604 -2.514
72 H -6.410 5.020 -4.194
73 H -1.635 3.982 -0.205
74 H -2.943 3.508 0.548
75 C 1.492 3.126 3.264
76 C 1.617 2.205 2.030
77 C 2.527 2.663 0.874
78 O 2.371 4.032 0.567
79 C 1.231 4.389 -0.262
80 N 2.001 0.878 2.547
81 H 2.450 3.209 3.778
82 H 0.683 2.742 3.885
83 H 1.088 4.091 2.959
84 H 0.642 2.067 1.561
85 H 2.444 2.034 -0.012
86 H 3.596 2.532 1.046
87 H 1.114 5.472 -0.249
88 H 0.264 4.013 0.074
89 H 1.281 4.006 -1.281
90 H 2.957 0.986 2.856
91 H 2.096 0.176 1.827
92 C 3.823 -4.197 1.004
93 C 4.753 -3.488 1.948
94 C 5.878 -2.797 1.182
95 O 6.870 -2.131 2.042
96 C 7.855 -1.385 1.396
97 N 3.936 -2.439 2.560
98 H 3.061 -3.645 0.454
99 H 3.428 -5.115 1.439
100 H 4.413 -4.548 0.158
101 H 5.180 -4.254 2.595
102 H 5.458 -2.090 0.467
103 H 6.265 -3.559 0.506
104 H 8.442 -1.889 0.628
105 H 8.551 -0.983 2.132
106 H 7.444 -0.412 1.130
107 H 4.452 -1.594 2.364
108 H 3.108 -2.292 2.001
109 C -5.276 1.172 1.877
110 C -4.161 1.816 2.833
111 C -3.842 0.941 4.086
112 O -2.926 1.484 5.017
113 C -3.507 2.506 5.640
114 N -2.986 1.955 2.021
115 H -6.140 0.825 2.444
116 H -4.943 0.304 1.308
117 H -5.615 1.819 1.068
118 H -4.640 2.755 3.110
119 H -3.397 0.048 3.648
120 H -4.752 0.651 4.612
121 H -2.755 2.555 6.427
122 H -4.465 2.456 6.157
123 H -3.494 3.368 4.973
124 H -2.627 1.047 1.763
125 H -2.333 2.195 2.753

Löwdin atomic charge list, values in e, 5 entries: Ti 0.6142; Ti 0.6413; O -0.5298; H -0.0188; O -0.5421

=====

C41H56Br2ClF3N5O2S3 | ωB97M-V/def2-TZVPD

## Properties
Multiplicity   2
Kohn-Sham gap   6.7693 eV
Expectation value of S²   0.7545

Cartesian coordinates (Å):
1 C 10.345 1.458 -0.164
2 O 9.508 2.096 -1.198
3 C 8.732 3.087 -0.472
4 C 7.191 2.614 -0.191
5 C 6.672 1.509 -1.236
6 C 5.068 1.693 -1.419
7 C 4.210 0.804 -0.351
8 C 2.858 0.208 -0.985
9 C 1.550 1.126 -0.796
10 C 1.844 2.668 -0.433
11 C 0.571 3.512 -0.972
12 C 0.463 4.080 -2.421
13 C 1.636 3.862 -3.527
14 C 0.970 2.875 -4.648
15 C 2.053 1.997 -5.445
16 S 2.381 0.328 -4.705
17 C 0.807 -0.524 -4.278
18 S -0.693 -0.256 -4.961
19 N 0.913 -1.583 -3.230
20 C 1.855 -2.711 -3.170
21 C 1.617 -3.604 -1.899
22 N 0.510 -2.912 -1.198
23 C 0.135 -1.778 -2.018
24 C -0.811 4.881 -2.859
25 N -0.848 5.406 -4.232
26 C -2.034 5.132 -1.885
27 C -1.929 4.515 -0.436
28 C -0.623 3.731 -0.003
29 S -0.673 3.069 1.749
30 C -2.451 2.494 1.870
31 C -2.834 1.188 2.614
32 C -4.358 0.791 2.604
33 C -5.402 1.704 1.853
34 C -6.926 1.189 1.855
35 C -7.070 0.136 0.643
36 C -7.025 0.780 -0.826
37 F -7.849 -0.086 -1.664
38 Br -7.835 2.590 -0.967
39 C -5.556 0.804 -1.514
40 F -4.527 0.212 -0.734
41 F -5.190 2.152 -1.896
42 Br -5.652 -0.196 -3.262
43 C -5.002 3.029 1.146
44 C -3.490 3.443 1.143
45 N -3.094 4.714 0.456
46 Cl -2.726 5.924 1.681
47 H 10.960 0.638 -0.674
48 H 11.075 2.291 0.184
49 H 9.721 1.075 0.723
50 H 8.647 4.005 -1.157
51 H 9.225 3.427 0.510
52 H 6.576 3.598 -0.216
53 H 7.099 2.241 0.904
54 H 7.141 1.764 -2.260
55 H 6.912 0.430 -0.949
56 H 4.870 2.825 -1.298
57 H 4.762 1.443 -2.505
58 H 4.068 1.356 0.646
59 H 4.891 -0.106 -0.118
60 H 3.076 -0.070 -2.082
61 H 2.625 -0.800 -0.460
62 H 0.981 1.136 -1.807
63 H 0.816 0.733 0.004
64 H 1.897 2.864 0.698
65 H 2.777 3.108 -0.920
66 H 1.969 4.867 -3.962
67 H 2.488 3.295 -3.020
68 H 0.173 2.259 -4.098
69 H 0.393 3.489 -5.444
70 H 3.077 2.538 -5.506
71 H 1.712 1.894 -6.549
72 H 2.692 -2.972 -3.917
73 H 2.195 -4.537 -1.574
74 H -0.716 -1.116 -1.635
75 H -1.782 5.728 -4.514
76 H -0.111 6.098 -4.419
77 H -2.934 5.736 -2.250
78 H -2.062 0.520 3.152
79 H -4.648 -0.179 3.148
80 H -7.105 0.580 2.826
81 H -7.705 2.023 1.862
82 H -8.085 -0.407 0.735
83 H -6.271 -0.677 0.823
84 H -5.724 3.738 0.619
85 C -2.855 -6.798 3.269
86 C -2.222 -5.787 4.259
87 C -3.204 -4.615 4.475
88 C -3.302 -3.694 3.261
89 C -1.924 -3.206 2.828
90 C -0.886 -4.335 2.643
91 N -0.888 -5.325 3.764
92 O -0.235 -4.752 4.818
93 C -1.132 -5.077 1.309
94 C 0.505 -3.669 2.436
95 C -2.101 -6.603 5.574
96 H -3.604 -7.422 3.768
97 H -3.386 -6.329 2.442
98 H -2.101 -7.478 2.859
99 H -2.895 -4.020 5.344
100 H -4.202 -5.000 4.713
101 H -3.801 -4.200 2.429
102 H -3.931 -2.832 3.510
103 H -2.025 -2.634 1.898
104 H -1.565 -2.495 3.582
105 H -0.468 -5.942 1.214
106 H -0.930 -4.423 0.455
107 H -2.157 -5.416 1.176
108 H 0.768 -2.985 3.248
109 H 0.520 -3.072 1.518
110 H 1.295 -4.421 2.350
111 H -1.449 -7.469 5.435
112 H -3.080 -6.974 5.892
113 H -1.714 -6.014 6.408

Löwdin atomic charge list, values in e, 5 entries: C -0.1119; O -0.2466; C -0.2432; C -0.1781; C -0.1951

=====

C31H25N3NdO2P | ωB97M-V/def2-TZVPD

## Properties
Multiplicity   4
Kohn-Sham gap (spin up / spin down)   5.2925 / 5.3179 eV
Charge   +2
Expectation value of S²   3.7577
Relative energy (zero: lowest compared OMol25 entry of this formula, charge and spin)   2.7 kcal per mole

Cartesian coordinates (Å):
1 Nd -5.191 -4.206 18.882
2 O -5.998 -0.611 22.377
3 C -7.215 -1.148 22.728
4 C -7.731 -1.057 24.064
5 C -9.005 -1.543 24.331
6 C -9.825 -2.062 23.270
7 C -9.215 -2.292 21.997
8 C -7.873 -1.988 21.784
9 C -7.255 -2.702 20.634
10 O -6.035 -2.489 20.219
11 N -8.001 -3.698 20.147
12 N -7.336 -4.325 19.201
13 C -7.575 -5.555 18.700
14 C -6.920 -5.963 17.487
15 C -6.989 -7.301 17.041
16 C -6.261 -7.684 15.887
17 C -5.607 -6.702 15.223
18 C -5.611 -5.373 15.665
19 N -6.180 -5.014 16.796
20 H -5.713 0.023 23.084
21 H -7.137 -0.561 24.862
22 H -9.328 -1.531 25.355
23 H -10.841 -2.310 23.387
24 H -9.764 -2.786 21.187
25 H -8.272 -6.278 19.186
26 H -7.624 -8.002 17.568
27 H -6.207 -8.683 15.499
28 H -4.990 -6.942 14.367
29 H -5.112 -4.666 15.009
30 C -1.753 1.535 19.161
31 C -2.546 1.391 18.066
32 C -3.052 0.142 17.625
33 C -2.679 -1.022 18.275
34 C -1.983 -0.806 19.500
35 C -1.569 0.416 19.961
36 P -2.943 -2.657 17.552
37 C -3.155 -2.169 15.792
38 C -2.104 -2.004 14.860
39 C -2.379 -1.787 13.528
40 C -3.653 -1.861 12.990
41 C -4.688 -1.981 13.894
42 C -4.430 -2.070 15.269
43 C -1.198 -3.324 17.392
44 C -0.022 -2.600 17.684
45 C 1.233 -3.246 17.720
46 C 1.368 -4.591 17.337
47 C 0.231 -5.248 16.922
48 C -1.042 -4.663 16.982
49 H -1.259 2.455 19.431
50 H -2.739 2.293 17.487
51 H -3.739 0.175 16.781
52 H -1.729 -1.692 20.113
53 H -1.041 0.487 20.917
54 H -1.100 -2.108 15.194
55 H -1.536 -1.602 12.930
56 H -3.826 -1.624 11.932
57 H -5.761 -1.875 13.584
58 H -5.278 -2.029 15.915
59 H -0.027 -1.560 17.952
60 H 2.055 -2.680 18.089
61 H 2.331 -5.061 17.259
62 H 0.337 -6.250 16.531
63 H -1.859 -5.290 16.520

Löwdin atomic charge list, values in e, 5 entries: Nd 1.9120; O 0.0605; C -0.2073; C -0.0029; C -0.0338

=====

C4H4N2O | ωB97M-V/def2-TZVPD

## Properties
Multiplicity   1
SMILES string   C=C=C=O.N=C=N
Kohn-Sham gap   8.2286 eV
Relative energy (zero: lowest compared OMol25 entry of this formula, charge and spin)   78.2 kcal per mole

Cartesian coordinates (Å):
1 C -1.474 -1.245 -1.120
2 C -1.085 -0.696 0.008
3 C -1.029 -0.357 1.238
4 O -0.990 0.061 2.336
5 H -0.836 -1.217 -1.993
6 H -2.422 -1.759 -1.229
7 N 1.798 0.746 1.302
8 C 1.580 0.985 0.136
9 N 1.628 0.915 -1.069
10 H 1.229 0.893 2.113
11 H 1.601 1.673 -1.721

Löwdin atomic charge list, values in e, 5 entries: C 0.0537; C -0.0833; C -0.2351; O 0.1274; H 0.0591

=====

C4H12S2 | ωB97M-V/def2-TZVPD

## Properties
Multiplicity   1
SMILES string   CCS.CCS
Kohn-Sham gap   9.9005 eV
Relative energy (zero: lowest compared OMol25 entry of this formula, charge and spin)   8.7 kcal per mole

Cartesian coordinates (Å):
1 C -2.270 0.643 0.853
2 C -2.238 -0.748 0.214
3 S -2.333 -0.720 -1.617
4 H -2.181 0.465 1.926
5 H -3.252 1.080 0.684
6 H -1.496 1.312 0.491
7 H -1.361 -1.296 0.560
8 H -3.090 -1.339 0.550
9 H -2.346 0.617 -1.718
10 C 1.997 -0.886 -0.464
11 C 2.830 0.414 -0.438
12 S 2.570 1.360 1.094
13 H 0.961 -0.591 -0.634
14 H 2.196 -1.313 0.515
15 H 2.242 -1.556 -1.285
16 H 3.889 0.157 -0.478
17 H 2.639 1.094 -1.267
18 H 1.242 1.307 1.012

Löwdin atomic charge list, values in e, 5 entries: C -0.1779; C -0.6256; S 0.6589; H 0.0730; H 0.0691

=====

C15H33N2O3 | ωB97M-V/def2-TZVPD

## Properties
Multiplicity   1
Kohn-Sham gap   8.3593 eV
Charge   +1
Relative energy (zero: lowest compared OMol25 entry of this formula, charge and spin)   16.4 kcal per mole

Cartesian coordinates (Å):
1 C -1.951 -5.416 0.243
2 C -0.498 -5.554 0.651
3 N 0.354 -5.455 -0.559
4 N 1.745 -5.207 -0.247
5 C 1.990 -3.823 0.294
6 C 2.582 -3.007 -0.840
7 C 3.488 -4.060 -1.492
8 C 2.554 -5.257 -1.543
9 H -2.572 -5.235 1.117
10 H -2.310 -6.316 -0.256
11 H -2.071 -4.590 -0.455
12 H -0.222 -4.765 1.345
13 H -0.332 -6.509 1.159
14 H 0.352 -6.365 -1.018
15 H 2.129 -5.893 0.407
16 H 2.790 -3.940 1.027
17 H 1.153 -3.415 0.849
18 H 1.833 -2.657 -1.547
19 H 3.162 -2.181 -0.439
20 H 4.360 -4.230 -0.861
21 H 3.792 -3.812 -2.505
22 H 2.961 -6.252 -1.699
23 H 1.807 -5.064 -2.310
24 C -1.482 -1.256 -0.060
25 C -0.357 -0.468 0.569
26 O 0.195 -0.850 1.578
27 C 0.029 0.804 -0.132
28 H -1.695 -2.141 0.538
29 H -2.378 -0.638 -0.130
30 H -1.214 -1.548 -1.078
31 H -0.842 1.460 -0.200
32 H 0.346 0.588 -1.155
33 H 0.833 1.301 0.405
34 C -2.865 4.552 -2.802
35 C -2.723 3.754 -1.529
36 O -2.657 2.543 -1.548
37 C -2.661 4.543 -0.251
38 H -2.897 3.885 -3.660
39 H -3.777 5.151 -2.767
40 H -2.027 5.244 -2.900
41 H -3.567 5.144 -0.143
42 H -1.811 5.226 -0.270
43 H -2.566 3.871 0.599
44 C 1.121 5.613 2.716
45 C 0.427 6.606 1.816
46 O -0.096 6.265 0.779
47 C 0.418 8.042 2.275
48 H 1.062 4.617 2.285
49 H 2.167 5.897 2.849
50 H 0.656 5.616 3.703
51 H 1.442 8.402 2.394
52 H -0.068 8.120 3.248
53 H -0.106 8.660 1.551

Löwdin atomic charge list, values in e, 5 entries: C -0.0734; C -0.2381; N 0.0155; N -0.0982; C -0.0901

=====

C2H2FO3P | ωB97M-V/def2-TZVPD

## Properties
Multiplicity   1
Kohn-Sham gap   6.8697 eV
Charge   -2
Relative energy (zero: lowest compared OMol25 entry of this formula, charge and spin)   31.2 kcal per mole

Cartesian coordinates (Å):
1 C 0.226 -0.369 -0.316
2 C -0.911 -1.035 -0.180
3 O -4.949 -1.031 0.573
4 O -4.206 0.377 -1.476
5 O -3.825 1.220 0.907
6 F -0.579 -2.422 0.110
7 P -4.170 0.107 0.024
8 H 0.359 0.686 -0.715
9 H 1.190 -0.608 0.112

Löwdin atomic charge list, values in e, 5 entries: C -0.2512; C -0.3048; O -0.4349; O -0.4663; O -0.4179

=====

C8H12Cl2 | ωB97M-V/def2-TZVPD

## Properties
Multiplicity   3
Kohn-Sham gap (spin up / spin down)   5.8814 / 7.8499 eV
Expectation value of S²   2.0095

Cartesian coordinates (Å):
1 C 1.032 0.213 0.107
2 C 0.498 -1.339 -0.046
3 C 0.273 -0.474 1.173
4 C 0.500 0.307 -1.226
5 C -1.135 0.013 1.471
6 C 1.018 -0.993 2.397
7 C 1.400 0.512 -2.414
8 C -0.910 0.402 -1.622
9 Cl 2.580 0.843 0.463
10 Cl 1.592 -2.679 -0.140
11 H -1.901 -0.797 1.375
12 H -1.256 0.712 0.777
13 H -1.257 0.228 2.544
14 H 1.029 -0.427 3.306
15 H 2.047 -1.054 2.131
16 H 0.587 -2.049 2.607
17 H 2.401 0.671 -2.005
18 H 1.219 1.519 -3.025
19 H 1.259 -0.329 -3.178
20 H -1.648 0.062 -0.869
21 H -1.159 -0.184 -2.514
22 H -1.090 1.425 -1.945

Löwdin atomic charge list, values in e, 5 entries: C -0.7044; C -0.4430; C -0.5294; C -0.4414; C -0.0137